Here is C7H7BrNO4S as an isolated structure from the Open Molecules 2025 dataset. Energies are from ωB97M-V/def2-TZVPD.

Its spin multiplicity is 1. The LUMO energy is 2.98 eV. The energy above the lowest of the compared OMol25 structures with the same formula, charge and spin comes out at 37.6 kcal per mole. For the total energy, the calculation gives -97930.8763 eV. As for the charge: -1. The molar mass comes out at 281.11 g/mol.

The geometry in XYZ format:
```
21
Properties=species:S:1:pos:R:3:lowdin_charge:R:1
H -2.232 -0.560 -1.120 0.0516
H 4.380 0.767 0.094 0.0105
H 0.299 1.131 2.156 0.1222
Br -3.298 -2.105 0.378 0.7808
H 4.265 -0.415 -1.020 0.0820
C 1.826 -0.731 -0.851 -0.0629
H 2.590 1.024 1.920 0.1169
N 3.996 -0.048 -0.111 0.0922
H 2.288 -1.125 -1.768 0.1083
H -0.247 -1.279 -1.613 0.1747
C 0.414 -0.770 -0.704 0.0042
C 2.584 -0.050 0.048 -0.3598
O -4.161 1.133 1.142 -0.3478
O -2.824 1.739 -0.810 -0.3980
O -1.475 -0.158 0.811 -0.0977
C -2.432 -0.546 -0.082 -0.9311
C 1.985 0.582 1.110 -0.0496
C 0.609 0.601 1.272 0.0107
O -4.696 0.276 -1.118 -0.3731
S -3.721 0.737 -0.172 0.3280
C -0.150 -0.205 0.437 -0.2623
```



Here is the molecule C7H7Cl2NO from the Open Molecules 2025 dataset. Energies are from ωB97M-V/def2-TZVPD.

Its spin multiplicity is 1. The LUMO energy (spin up / spin down) is -0.80 / -0.60 eV. The energy above the lowest of the compared OMol25 structures with the same formula, charge and spin comes out at 136.9 kcal per mole. For the total energy, the calculation gives -35948.9739 eV. As for the charge: 0. The molar mass comes out at 192.05 g/mol.

The geometry in XYZ format:
```
18
Properties=species:S:1:pos:R:3:lowdin_charge:R:1
H 2.074 -1.640 -0.993 0.1396
H 0.189 2.081 -0.520 0.0379
C -0.477 -0.335 0.161 -0.0865
H -1.372 1.973 1.503 0.1367
Cl 1.534 -1.468 2.623 0.6803
C -0.804 2.316 -0.614 -0.0609
C 1.913 -0.804 1.131 -1.1554
H -1.281 2.254 -1.702 0.1411
H -0.780 3.288 -0.392 0.0190
C 0.020 -1.478 -0.290 -0.2369
Cl 3.472 -0.082 1.127 0.6234
H 1.742 -2.658 0.192 0.0750
N -1.055 -2.958 -2.078 0.1579
O -1.640 0.124 0.293 0.0068
C -1.670 1.589 0.468 -0.1563
H -2.847 1.783 0.404 0.1582
C -0.527 -2.305 -1.296 -0.1972
C 1.508 -1.680 -0.018 -0.2825
```



Here is the molecule C7H7ClFNO3S2 from the Open Molecules 2025 dataset. Energies are from ωB97M-V/def2-TZVPD.

Its spin multiplicity is 1. The LUMO energy is 0.43 eV. The energy above the lowest of the compared OMol25 structures with the same formula, charge and spin comes out at 0.0 kcal per mole. For the total energy, the calculation gives -51911.7872 eV. As for the charge: 0. The molar mass comes out at 271.72 g/mol.

The geometry in XYZ format:
```
22
Properties=species:S:1:pos:R:3:lowdin_charge:R:1
C -1.630 -1.082 0.330 -0.0372
H -1.628 2.239 1.371 0.1374
H 0.097 -1.798 -0.733 0.0930
C -0.350 -1.032 -0.235 -0.0322
O 2.467 -1.274 0.947 -0.3070
S 2.866 -0.204 0.058 0.7475
N 4.115 -0.209 -0.803 -0.4152
S 5.402 -0.402 0.204 0.1909
H 1.877 1.132 -1.653 0.1514
C 1.627 0.100 -1.194 -0.1870
H 1.600 -0.638 -1.915 0.0832
H 2.804 1.021 0.650 0.1066
Cl 6.528 1.111 -0.373 0.4428
C -2.022 0.106 0.924 -0.0643
F 0.594 2.423 0.016 0.0469
O 4.783 -0.034 1.485 -0.4117
C 0.294 0.146 -0.489 -0.2255
H -1.999 -2.020 0.517 0.0846
O 6.167 -1.534 0.044 -0.2843
H -3.113 0.083 1.127 0.1193
C -0.204 1.311 0.073 -0.2412
C -1.323 1.330 0.818 0.0020
```



Here is a 2-piece molecular cluster, C7H7ClN2O overall from the Open Molecules 2025 dataset. Energies are from ωB97M-V/def2-TZVPD.

Its spin multiplicity is 1. The LUMO energy is -5.27 eV. The energy above the lowest of the compared OMol25 structures with the same formula, charge and spin comes out at 235.5 kcal per mole. For the total energy, the calculation gives -24912.4638 eV. As for the charge: 0. The molar mass comes out at 170.60 g/mol.

The geometry in XYZ format:
```
18
Properties=species:S:1:pos:R:3:lowdin_charge:R:1
H 3.309 1.142 1.175 0.0465
O 0.939 -2.731 0.259 0.0346
N -4.333 -1.246 -0.359 0.2077
N -1.227 -2.038 0.149 0.2363
H 2.248 3.197 0.192 0.1392
H 2.142 -1.088 0.913 0.0273
C 0.033 -1.817 0.162 -0.4908
C 1.890 -0.235 0.610 0.0329
H -3.374 -1.139 -0.015 -0.1168
H -1.188 -2.879 0.237 -0.0582
C -0.080 0.732 -0.479 -0.5984
C 0.621 -0.406 0.030 -0.1305
C 1.801 2.130 0.143 -0.1100
H -4.210 -0.161 -0.963 0.1017
H -0.091 2.941 -0.881 0.1679
Cl -1.582 0.587 -1.328 0.6825
C 0.573 1.966 -0.441 -0.1462
C 2.530 1.046 0.598 -0.0254
```



Here is a 2-piece molecular cluster, C7H7ClN3O3 overall from the Open Molecules 2025 dataset. Energies are from ωB97M-V/def2-TZVPD.

Its spin multiplicity is 1. The LUMO energy (spin up / spin down) is -5.93 / -5.93 eV. For the total energy, the calculation gives -30493.3502 eV. As for the charge: +1. The molar mass comes out at 216.60 g/mol.

The geometry in XYZ format:
```
21
Properties=species:S:1:pos:R:3:lowdin_charge:R:1
C 2.755 -0.252 -0.297 -0.5733
N -0.952 0.802 1.215 0.0837
C 2.022 0.792 -0.895 -0.1008
O -1.356 -1.183 -1.818 0.1084
H -1.627 -1.942 -2.300 0.1082
H 0.718 -0.985 2.129 0.1247
H -1.929 2.117 -0.135 0.1889
C 1.047 -0.432 1.278 0.0181
N -2.252 -0.898 -0.732 -0.2100
H 2.754 -1.660 1.372 0.1246
C 0.222 0.537 0.645 -0.2714
H -2.680 1.917 1.431 0.1912
Cl 4.353 -0.547 -0.958 0.7366
O -2.868 0.231 -0.825 -0.0510
H 2.394 1.412 -1.776 0.1518
N -1.920 1.548 0.794 0.1402
H 0.328 1.893 -1.117 0.1208
C 0.759 1.089 -0.559 0.0016
O -2.085 -2.174 1.272 0.2914
C 2.270 -0.860 0.855 -0.0539
C -1.953 -1.405 0.419 -0.1300
```



Here is C7H7ClS as an isolated structure from the Open Molecules 2025 dataset. Energies are from ωB97M-V/def2-TZVPD.

Its spin multiplicity is 1. The LUMO energy is 0.71 eV. The energy above the lowest of the compared OMol25 structures with the same formula, charge and spin comes out at 53.3 kcal per mole. For the total energy, the calculation gives -30726.7560 eV. As for the charge: 0. The molar mass comes out at 158.65 g/mol.

The geometry in XYZ format:
```
16
Properties=species:S:1:pos:R:3:lowdin_charge:R:1
C -0.056 -1.047 2.289 -0.5287
C -0.123 1.201 -1.374 -0.7390
H -0.404 -2.941 1.418 -0.2264
H 0.639 -0.576 3.044 0.0883
H 2.163 0.087 0.741 0.1322
C 1.048 0.941 -0.678 -0.1172
H -2.459 0.767 -1.515 0.2036
H -1.156 -1.178 2.727 0.1182
C -0.144 -0.282 1.011 -0.3165
S 0.551 -2.736 2.137 0.7563
Cl -0.163 2.112 -2.820 0.6696
C 1.067 0.182 0.524 -0.0526
C -1.315 0.698 -0.824 -0.0915
C -1.291 0.058 0.366 -0.0719
H -2.047 -0.259 0.661 -0.0016
H 2.098 1.453 -1.222 0.1772
```



Here is C7H7DyO6S as an isolated structure from the Open Molecules 2025 dataset. Energies are from ωB97M-V/def2-TZVPD.

Its spin multiplicity is 6. The LUMO energy (spin up / spin down) is -8.82 / -9.08 eV. For the total energy, the calculation gives -54555.8497 eV. Its expectation value of S² is 9.5017. As for the charge: +2. The molar mass comes out at 381.69 g/mol.

The geometry in XYZ format:
```
22
Properties=species:S:1:pos:R:3:lowdin_charge:R:1
H 3.253 0.563 2.145 0.1627
H -2.788 -0.127 -1.422 0.0776
C 3.026 -1.504 -0.321 -0.1253
O -1.537 -3.238 1.663 0.1774
C -2.239 0.643 -1.986 -0.2117
C -2.322 1.706 0.520 -0.2102
C 2.156 0.346 2.107 -0.1744
O 4.174 -1.401 -0.186 0.2027
O 1.268 1.108 2.453 0.1105
Dy 0.644 -1.416 -0.715 1.3428
H -2.652 0.718 0.858 0.0803
C 2.150 -0.149 -2.278 -0.0287
O 2.896 0.472 -2.898 0.1979
H -3.175 2.303 0.169 0.0927
O 1.861 -2.044 2.355 0.1213
H -1.808 2.232 1.331 0.0817
O -0.226 0.427 -0.346 -0.7757
H -2.930 1.358 -2.448 0.0865
C 1.824 -1.064 1.645 -0.3170
C -0.794 -2.703 0.958 0.0132
H -1.603 0.192 -2.764 0.0642
S -1.178 1.577 -0.839 1.0313
```



Here is C7H7F2I as an isolated structure from the Open Molecules 2025 dataset. Energies are from ωB97M-V/def2-TZVPD.

Its spin multiplicity is 1. The LUMO energy is 0.41 eV. The energy above the lowest of the compared OMol25 structures with the same formula, charge and spin comes out at 39.6 kcal per mole. For the total energy, the calculation gives -20904.5519 eV. As for the charge: 0. The molar mass comes out at 256.03 g/mol.

The geometry in XYZ format:
```
17
Properties=species:S:1:pos:R:3:lowdin_charge:R:1
H -0.928 -2.316 -0.245 0.1963
H -1.679 2.566 -0.628 0.0839
C -0.470 0.547 1.084 -0.0560
F 0.633 0.280 -2.384 0.0743
H 0.211 -2.570 1.229 0.0769
H -0.168 3.106 -0.057 0.0888
C 1.014 -1.557 -0.340 -0.8066
H -0.665 -1.143 2.349 0.0717
C -0.469 -0.717 1.453 -0.1046
C -0.605 2.420 -0.799 -0.0094
I 2.906 -1.260 0.596 0.8892
C 0.365 0.171 -1.085 -0.1403
C -0.172 1.033 -0.281 -0.2536
H -0.663 1.274 1.842 0.1074
F 1.111 -2.300 -1.449 -0.0308
C -0.109 -1.860 0.525 -0.2460
H -0.311 2.323 -1.811 0.0590
```